{"formula": "C42H98N14O14", "method": "ωB97M-V/def2-TZVPD", "elements": ["C", "C", "O", "N", "C", "H", "H", "H", "H", "H", "H", "H", "C", "C", "O", "N", "C", "H", "H", "H", "H", "H", "H", "H", "C", "C", "O", "N", "C", "H", "H", "H", "H", "H", "H", "H", "C", "C", "O", "N", "C", "H", "H", "H", "H", "H", "H", "H", "C", "C", "O", "N", "C", "H", "H", "H", "H", "H", "H", "H", "C", "C", "O", "N", "C", "H", "H", "H", "H", "H", "H", "H", "C", "C", "O", "N", "C", "H", "H", "H", "H", "H", "H", "H", "C", "C", "O", "N", "C", "H", "H", "H", "H", "H", "H", "H", "C", "C", "O", "N", "C", "H", "H", "H", "H", "H", "H", "H", "C", "C", "O", "N", "C", "H", "H", "H", "H", "H", "H", "H", "C", "C", "O", "N", "C", "H", "H", "H", "H", "H", "H", "H", "C", "C", "O", "N", "C", "H", "H", "H", "H", "H", "H", "H", "C", "C", "O", "N", "C", "H", "H", "H", "H", "H", "H", "H", "C", "C", "O", "N", "C", "H", "H", "H", "H", "H", "H", "H"], "coordinates": [[6.443, -17.652, -2.482], [5.149, -17.845, -3.334], [5.204, -18.280, -4.477], [3.994, -17.626, -2.698], [2.684, -17.835, -3.323], [6.411, -16.789, -1.817], [7.349, -17.649, -3.088], [6.527, -18.443, -1.736], [4.136, -17.164, -1.811], [2.474, -18.889, -3.506], [2.625, -17.199, -4.206], [1.854, -17.457, -2.726], [-3.930, -25.177, -10.700], [-3.998, -26.727, -10.753], [-3.092, -27.376, -11.178], [-5.101, -27.368, -10.416], [-6.393, -26.844, -9.964], [-4.431, -24.800, -9.809], [-4.337, -24.742, -11.613], [-2.925, -24.753, -10.690], [-4.863, -28.345, -10.514], [-6.734, -26.048, -10.626], [-6.305, -26.428, -8.961], [-7.132, -27.642, -9.888], [-10.170, -22.172, -12.532], [-9.301, -22.526, -13.723], [-9.788, -23.223, -14.596], [-8.090, -22.058, -13.842], [-7.530, -21.009, -13.018], [-11.038, -22.808, -12.356], [-10.503, -21.139, -12.635], [-9.535, -22.218, -11.647], [-7.569, -22.411, -14.632], [-8.342, -20.325, -13.262], [-6.586, -20.574, -13.346], [-7.436, -21.311, -11.975], [6.695, -20.251, -13.240], [5.569, -20.611, -14.209], [4.541, -19.926, -14.264], [5.665, -21.608, -15.101], [6.724, -22.527, -15.247], [6.468, -19.412, -12.582], [7.582, -19.963, -13.804], [7.079, -21.123, -12.711], [4.950, -21.816, -15.783], [7.642, -22.093, -15.644], [6.550, -23.289, -16.007], [6.946, -22.996, -14.289], [-3.370, -14.224, -6.243], [-4.400, -14.048, -7.345], [-5.266, -13.187, -7.175], [-4.230, -14.808, -8.447], [-5.158, -14.782, -9.569], [-3.032, -15.251, -6.106], [-3.734, -13.791, -5.312], [-2.494, -13.661, -6.562], [-3.451, -15.438, -8.318], [-5.176, -15.787, -9.990], [-4.969, -14.107, -10.404], [-6.194, -14.665, -9.252], [-2.735, -21.063, -4.810], [-4.185, -21.255, -5.285], [-4.438, -20.869, -6.428], [-5.056, -21.799, -4.428], [-6.416, -22.101, -4.696], [-2.746, -20.297, -4.034], [-2.090, -20.808, -5.650], [-2.381, -21.984, -4.348], [-4.665, -22.112, -3.551], [-7.111, -21.300, -4.443], [-6.714, -22.986, -4.133], [-6.516, -22.267, -5.768], [5.810, -11.643, -5.690], [6.938, -10.746, -6.122], [7.828, -10.463, -5.365], [6.897, -10.322, -7.412], [7.819, -9.512, -8.239], [5.410, -12.140, -6.574], [5.008, -10.990, -5.346], [6.098, -12.374, -4.934], [5.987, -10.450, -7.832], [8.756, -10.048, -8.391], [8.077, -8.597, -7.706], [7.260, -9.230, -9.132], [-4.258, -15.368, -16.452], [-5.409, -16.377, -16.503], [-6.235, -16.419, -15.647], [-5.370, -17.173, -17.525], [-6.270, -18.291, -17.786], [-3.403, -15.691, -15.858], [-4.462, -14.341, -16.147], [-3.873, -15.320, -17.471], [-4.582, -17.007, -18.134], [-5.824, -19.254, -17.539], [-6.569, -18.309, -18.834], [-7.256, -18.254, -17.321], [11.916, -12.950, -12.643], [10.453, -12.726, -12.844], [10.049, -11.562, -13.100], [9.634, -13.767, -12.870], [8.188, -13.690, -13.086], [12.278, -12.465, -11.736], [12.469, -12.617, -13.521], [12.205, -14.001, -12.604], [10.011, -14.564, -12.376], [7.621, -13.520, -12.171], [7.896, -14.656, -13.498], [7.852, -13.004, -13.864], [10.424, -19.692, -8.627], [10.103, -18.193, -8.593], [10.265, -17.488, -9.605], [9.654, -17.753, -7.425], [9.261, -16.351, -7.186], [10.245, -20.104, -9.620], [9.794, -20.256, -7.939], [11.475, -19.816, -8.364], [9.406, -18.455, -6.743], [8.180, -16.381, -7.044], [9.498, -15.671, -8.004], [9.816, -16.032, -6.304], [-1.063, -21.447, -16.852], [-1.614, -22.752, -16.477], [-2.710, -22.856, -16.039], [-0.832, -23.813, -16.628], [-1.033, -25.142, -16.253], [0.002, -21.265, -16.705], [-1.516, -20.768, -16.130], [-1.412, -21.077, -17.817], [0.095, -23.687, -17.011], [-1.710, -25.608, -16.969], [-1.496, -25.124, -15.267], [-0.130, -25.711, -16.032], [3.741, -23.307, -8.418], [2.676, -24.362, -8.577], [2.268, -24.876, -7.579], [2.183, -24.668, -9.746], [2.550, -24.141, -11.029], [3.401, -22.472, -9.032], [4.692, -23.768, -8.684], [3.816, -23.000, -7.375], [1.456, -25.369, -9.745], [2.139, -23.138, -11.143], [2.025, -24.789, -11.732], [3.636, -24.101, -11.107], [2.394, -16.901, -9.530], [0.989, -17.439, -9.765], [0.123, -17.068, -9.047], [0.833, -18.274, -10.844], [-0.418, -18.899, -11.212], [2.483, -16.097, -8.799], [2.834, -16.638, -10.492], [2.958, -17.713, -9.073], [1.649, -18.517, -11.389], [-1.140, -18.226, -11.676], [-0.825, -19.397, -10.332], [-0.261, -19.726, -11.904], [1.177, -10.936, -9.078], [1.854, -11.056, -10.436], [2.928, -10.511, -10.667], [1.294, -11.743, -11.385], [0.049, -12.500, -11.347], [0.193, -10.474, -9.153], [1.774, -10.365, -8.366], [1.029, -11.942, -8.686], [1.817, -11.886, -12.238], [-0.536, -12.443, -10.429], [0.253, -13.551, -11.549], [-0.656, -12.161, -12.106]], "atomic_forces_ev_per_a": [[-0.741, -0.008, 0.255], [1.577, -0.862, -0.684], [0.046, 0.263, 0.288], [-0.459, 0.399, 0.939], [0.045, 0.772, 0.175], [-0.047, 0.486, -0.411], [-0.332, 0.090, -0.074], [-0.088, -0.513, -0.323], [-0.768, -0.140, -0.034], [0.293, 0.135, -0.330], [0.107, -0.575, -0.431], [0.397, -0.037, 0.599], [-0.175, -0.358, 0.265], [0.152, 3.139, -0.383], [2.650, -1.120, -0.835], [-1.823, -0.519, 0.746], [0.714, -0.040, 0.258], [-0.274, 0.152, -0.191], [-0.563, -0.163, 0.081], [0.237, -0.746, 0.188], [-0.911, -0.275, 0.178], [-0.140, -0.186, -0.069], [0.014, 0.105, 0.090], [0.143, 0.039, -0.348], [0.983, 0.541, 0.647], [-3.343, -1.172, -0.246], [-0.105, -0.772, -0.632], [3.487, -0.387, -0.296], [-1.214, 0.448, -0.423], [0.294, -0.116, -0.613], [-0.067, 0.082, 0.073], [-0.164, 0.162, 0.310], [-0.167, -0.014, 0.027], [0.639, 1.438, 1.500], [-0.147, -0.464, -0.364], [-0.169, 0.263, 0.012], [0.602, -0.766, -0.794], [-1.833, 1.937, -0.062], [0.599, -0.089, 0.627], [0.255, -1.190, -0.971], [1.935, -0.756, 0.194], [-0.442, -0.395, -0.118], [-0.025, 0.208, -0.362], [-0.364, -0.044, 0.391], [-0.535, 1.068, 0.639], [0.254, 0.445, 0.305], [-0.688, -0.101, 0.314], [0.217, -0.312, -0.124], [0.370, -0.116, -0.345], [-0.760, 1.518, 1.295], [0.365, -0.938, -0.842], [-0.149, 0.640, 0.373], [-0.278, -1.459, -0.188], [-0.136, -0.082, 0.082], [-0.066, -0.168, -0.212], [0.143, 0.113, 0.107], [-0.330, -0.291, -0.924], [0.251, -0.060, -0.179], [0.407, 0.333, 0.407], [0.231, 0.478, 0.409], [-0.829, -0.620, 0.555], [1.604, 1.173, -2.030], [-0.782, -0.538, 0.836], [0.909, -0.192, 1.242], [-0.901, -0.141, -0.618], [0.265, 0.161, -0.090], [-0.299, 0.107, 0.169], [0.172, -0.042, 0.059], [-0.139, 0.118, -0.142], [0.098, 0.191, 0.128], [0.019, -0.037, -0.169], [-0.115, -0.183, 0.039], [-0.717, 0.221, -0.847], [0.569, -0.033, -0.368], [1.201, 0.366, 0.801], [-1.198, -0.083, -1.037], [-0.324, 0.018, 1.688], [-0.068, -0.326, 0.121], [-0.065, -0.131, 0.396], [0.085, 0.343, -0.076], [0.237, -0.155, -0.175], [-0.206, -0.044, -0.461], [0.012, 0.108, 0.009], [0.445, -0.300, -0.101], [0.709, -0.008, -1.025], [1.433, 2.444, 1.865], [-2.039, -0.176, 1.966], [0.208, -1.945, -2.796], [-0.359, -0.221, -0.575], [-0.263, -0.366, 0.252], [-0.645, -0.321, 0.109], [0.277, 0.384, -0.098], [-0.397, -0.498, -0.220], [0.105, 0.060, 0.066], [0.518, 0.038, -0.242], [0.457, 0.585, 0.715], [0.715, -0.966, 0.053], [-0.602, 4.126, -1.269], [0.639, -2.074, 0.548], [-0.518, -0.927, 0.367], [-0.010, -0.819, -0.250], [-0.050, 0.167, -0.204], [-0.211, 0.583, 0.129], [-0.268, -0.237, 0.362], [-0.422, -0.312, -0.295], [0.106, 0.182, 0.016], [-0.072, -0.205, 0.279], [0.696, 0.450, 0.310], [-0.271, 0.338, -0.047], [0.454, -0.384, -2.532], [-0.129, -0.624, 1.405], [-0.196, 0.877, 0.345], [0.007, -0.914, 0.336], [0.159, 0.270, -0.005], [0.140, -0.003, 0.196], [-0.032, -0.135, -0.007], [0.057, 0.367, 0.022], [0.049, 0.526, 0.301], [0.129, -0.570, -0.139], [-0.414, 0.286, 0.096], [0.261, 2.184, 0.390], [1.199, -0.455, -0.473], [-3.210, -0.182, 1.234], [3.794, 0.340, -1.338], [-1.752, -1.162, 1.513], [0.142, -0.508, -0.438], [-0.152, 0.141, -0.029], [0.187, -0.323, -0.146], [-0.262, 0.628, -0.071], [0.162, -0.627, 0.217], [-0.610, -0.253, -0.034], [0.219, 0.234, -0.802], [-0.290, -0.081, -0.550], [1.303, 1.412, 1.827], [-1.189, -1.629, 2.288], [-0.959, -0.848, -2.179], [-0.418, 0.268, 0.327], [0.839, 0.300, -0.161], [0.168, 0.503, -0.453], [-0.285, -0.171, -0.163], [0.118, 0.075, 0.308], [0.129, 0.197, -0.239], [0.667, 0.156, -0.450], [-0.106, -0.175, -0.554], [0.425, -0.938, -0.336], [2.190, 0.367, -1.267], [-2.841, 0.228, 1.414], [0.459, 0.094, -0.119], [-0.092, -0.662, 0.394], [-0.637, 0.116, -0.353], [0.318, 0.090, 0.162], [0.323, -0.169, -0.256], [-0.110, 0.185, 0.201], [0.008, 0.140, 0.264], [-0.427, 0.364, 0.067], [0.377, 0.217, -0.182], [-0.197, -0.367, -0.182], [1.841, 2.058, 1.716], [0.308, 0.178, 0.472], [-2.532, -2.242, -1.757], [-0.394, -0.229, -0.213], [-0.024, 0.017, -0.083], [0.125, -0.051, -0.392], [-0.069, -0.036, 0.168], [0.225, 0.402, 0.244], [0.598, 0.173, 0.234], [-0.033, -0.085, 0.103], [0.168, 0.150, -0.252]], "mulliken_charge": [-1.088, 0.716, -0.647, -0.170, -0.806, 0.364, 0.242, 0.310, 0.223, 0.248, 0.272, 0.336, -0.990, 0.647, -0.653, -0.168, -0.824, 0.330, 0.249, 0.288, 0.238, 0.284, 0.290, 0.308, -1.028, 0.678, -0.668, -0.141, -0.857, 0.294, 0.292, 0.308, 0.243, 0.354, 0.310, 0.215, -1.043, 0.721, -0.681, -0.148, -0.920, 0.288, 0.310, 0.309, 0.278, 0.293, 0.320, 0.275, -1.034, 0.719, -0.644, -0.115, -0.945, 0.345, 0.296, 0.234, 0.204, 0.375, 0.272, 0.298, -1.076, 0.715, -0.658, -0.164, -0.850, 0.298, 0.265, 0.348, 0.232, 0.266, 0.323, 0.299, -1.007, 0.694, -0.621, -0.180, -0.807, 0.319, 0.260, 0.288, 0.201, 0.245, 0.292, 0.315, -1.024, 0.787, -0.637, -0.193, -0.855, 0.238, 0.308, 0.293, 0.162, 0.268, 0.334, 0.318, -0.964, 0.670, -0.658, -0.191, -0.861, 0.261, 0.265, 0.323, 0.233, 0.282, 0.334, 0.306, -1.030, 0.757, -0.681, -0.181, -0.803, 0.278, 0.350, 0.240, 0.208, 0.292, 0.297, 0.271, -0.917, 0.579, -0.619, -0.168, -0.878, 0.338, 0.279, 0.245, 0.233, 0.270, 0.293, 0.343, -0.958, 0.660, -0.651, -0.168, -0.864, 0.296, 0.255, 0.280, 0.260, 0.266, 0.335, 0.289, -1.107, 0.663, -0.597, -0.130, -0.916, 0.280, 0.339, 0.324, 0.237, 0.248, 0.297, 0.359, -1.136, 0.780, -0.684, -0.139, -0.883, 0.341, 0.262, 0.315, 0.234, 0.318, 0.286, 0.305], "energy_ha": -3479.09851, "charge": 0, "relative_energy_kcal_mol": 155.4}